DFT (wB97M-V/def2-TZVPD) results for a cluster of 2 separate species, C5H12ClOP in total at a distorted geometry.

Last column: natural (NBO) charge in e.
Element x y z (Å)
1 C -1.51 -1.34 0.25  -0.633
2 C -1.36 0.81 -1.34  -0.689
3 C 1.15 0.29 1.95  -0.999
4 C 1.99 -0.42 -0.76  -0.735
5 C -1.12 0.18 0.01  -0.490
6 O 0.84 3.05 -0.59  -0.594
7 P 0.70 0.56 0.19  1.223
8 Cl 2.00 -2.20 -0.58  -0.058
9 H -2.26 -1.32 1.03  0.222
10 H -2.00 -1.68 -0.61  0.218
11 H -0.74 -2.11 0.30  0.233
12 H -2.44 0.83 -1.58  0.220
13 H -1.21 0.19 -2.22  0.217
14 H -0.88 1.82 -1.46  0.293
15 H 0.33 0.66 2.63  0.258
16 H 1.46 -0.80 2.20  0.256
17 H 1.93 1.08 2.07  0.264
18 H 1.73 -0.33 -1.92  0.279
19 H 2.98 -0.09 -0.36  0.267
20 H -1.58 0.82 0.78  0.246

Results
- LUMO level (alpha / beta): -1.039 / -1.044 eV
- Highest occupied orbital energy (alpha / beta): -9.21 / -9.21 eV
- Molar mass: 154.6 g mol⁻¹
- Spin multiplicity: 1
- Charge: 0


DFT (wB97M-V/def2-TZVPD) results for an isolated molecule of C3H5N3.

Last column: natural (NBO) charge in e.
Element x y z (Å)
1 N -1.72 -0.39 -0.48  -0.808
2 C -0.39 -0.19 0.01  -0.226
3 C 0.77 -1.02 -0.40  0.036
4 N 1.75 -0.15 -0.17  -0.427
5 N 1.44 1.17 0.16  -0.239
6 C 0.16 1.18 0.22  0.035
7 H -2.42 -0.22 0.24  0.364
8 H -1.81 -1.35 -0.80  0.380
9 H -0.14 -0.75 0.97  0.265
10 H 2.73 -0.38 -0.20  0.406
11 H -0.38 2.10 0.44  0.215

Results
- LUMO level: 0.827 eV
- Highest occupied orbital energy: -9.12 eV
- Molar mass: 83.1 g mol⁻¹
- Spin multiplicity: 1
- Charge: 0


DFT (wB97M-V/def2-TZVPD) results for a cluster of 2 separate species, C34H47BrF4N2O10S in total at a distorted geometry.

Last column: Mulliken charge in e.
Element x y z (Å)
1 C 0.44 -4.33 3.48  -0.638
2 C 1.51 -4.22 2.25  -0.170
3 C 0.76 -4.06 0.81  -1.056
4 C 0.07 -2.62 0.60  0.783
5 C 0.96 -1.55 -0.21  -0.495
6 C 2.55 -1.80 -0.17  0.145
7 C 3.23 -0.33 -0.07  0.294
8 C 4.13 0.31 -1.17  -0.312
9 C 4.43 -0.46 -2.56  -1.209
10 C 3.42 0.15 -3.67  0.210
11 O 2.31 0.58 -3.23  -0.321
12 Br 3.79 0.29 -5.61  -0.098
13 C 4.76 1.73 -0.92  0.505
14 C 5.70 2.30 -2.10  -0.261
15 O 6.84 1.77 -2.22  -0.567
16 N 5.30 3.37 -3.04  -0.136
17 C 3.85 3.63 -3.02  0.557
18 O 3.21 3.37 -4.07  -0.425
19 F 3.13 4.14 -1.88  -0.180
20 C 4.49 2.56 0.40  0.794
21 S 5.23 4.23 0.70  1.313
22 C 6.76 3.94 1.75  -0.939
23 O 5.71 4.94 -0.54  -0.657
24 O 4.26 5.19 1.39  -0.607
25 C 3.59 1.90 1.48  -0.696
26 C 2.99 0.48 1.24  0.426
27 C 2.18 0.14 2.57  -0.058
28 O 1.34 -0.74 2.86  -0.497
29 N 2.57 1.16 3.55  0.257
30 C 1.74 1.29 4.78  -0.766
31 C 0.40 2.17 4.60  -0.820
32 C -0.80 1.42 3.84  0.140
33 C -1.46 0.21 4.68  -0.142
34 C -2.94 -0.18 4.12  -0.946
35 C -2.91 -0.67 2.59  0.599
36 C -3.51 0.44 1.55  -0.760
37 C -3.07 0.04 0.04  0.631
38 C -3.57 1.15 -1.04  -0.427
39 C -2.54 1.26 -2.31  -0.579
40 O -2.07 -0.07 -2.72  -0.267
41 C -0.79 0.21 -3.40  -0.442
42 C 3.08 2.38 2.92  0.060
43 O 3.10 3.48 3.50  -0.564
44 H 0.90 -4.81 4.42  0.322
45 H -0.55 -4.80 3.15  0.305
46 H 0.22 -3.22 3.77  -0.122
47 H 2.20 -5.16 2.21  0.345
48 H 2.19 -3.34 2.51  0.107
49 H 1.42 -4.34 -0.08  0.300
50 H -0.10 -4.83 0.84  0.420
51 H -0.88 -2.81 -0.04  0.324
52 H -0.33 -2.23 1.61  -0.801
53 H 0.65 -0.50 0.17  0.153
54 H 0.64 -1.57 -1.32  0.397
55 H 2.85 -2.36 -1.13  0.317
56 H 2.92 -2.37 0.75  -0.021
57 H 5.53 -0.29 -2.88  0.464
58 H 4.25 -1.58 -2.47  0.492
59 H 5.86 4.23 -2.88  0.403
60 H 7.58 3.60 1.01  0.356
61 H 6.62 3.11 2.52  0.324
62 H 7.15 4.92 2.22  0.360
63 H 1.40 0.27 5.22  0.311
64 H 2.39 1.78 5.59  0.371
65 H 0.62 3.17 4.06  0.326
66 H 0.02 2.42 5.66  0.376
67 H -1.63 2.22 3.69  0.461
68 H -0.53 1.02 2.80  -0.273
69 H -1.56 0.42 5.80  0.388
70 H -0.82 -0.76 4.59  -0.139
71 H -3.70 0.68 4.31  0.340
72 H -3.34 -1.07 4.75  0.299
73 H -1.80 -0.82 2.30  -0.851
74 H -3.50 -1.64 2.39  0.566
75 H -3.07 1.48 1.76  0.240
76 H -4.67 0.49 1.59  0.269
77 H -3.58 -0.96 -0.27  0.236
78 H -1.92 -0.05 -0.07  -0.622
79 H -4.64 0.91 -1.42  -0.095
80 H -3.55 2.19 -0.53  0.314
81 H -1.65 1.96 -2.07  0.399
82 H -3.08 1.70 -3.24  0.314
83 H -0.88 1.13 -4.09  0.327
84 H -0.43 -0.68 -4.01  0.248
85 H -0.04 0.46 -2.57  0.040
86 C -7.58 -3.51 -5.50  -1.106
87 C -6.50 -2.48 -5.77  -0.204
88 O -6.64 -1.35 -4.89  -0.297
89 C -6.11 -1.49 -3.66  0.159
90 O -5.54 -2.48 -3.27  -0.502
91 C -6.28 -0.20 -2.86  1.193
92 F -7.52 0.32 -2.98  -0.258
93 F -5.43 0.76 -3.25  -0.290
94 F -6.08 -0.38 -1.53  -0.285
95 H -8.57 -3.05 -5.57  0.302
96 H -7.52 -4.33 -6.21  0.372
97 H -7.49 -3.92 -4.49  0.312
98 H -6.59 -2.11 -6.79  0.317
99 H -5.50 -2.92 -5.68  0.320

Results
- LUMO level: -1.709 eV
- Highest occupied orbital energy: -9.37 eV
- SMILES: CCCCCCc1c(CC(=O)Br)c(C(=O)NC(=O)F)c(S(C)(=O)=O)c2c1C(=O)N(CCCCCCCCCCOC)C2=O.CCOC(=O)C(F)(F)F
- Molar mass: 831.7 g mol⁻¹
- Spin multiplicity: 1
- Charge: 0


DFT (wB97M-V/def2-TZVPD) results for a cluster of 2 separate species, C17H25I2N2O5S in total.

Last column: natural (NBO) charge in e.
Element x y z (Å)
1 C -1.39 -1.46 3.33  -0.647
2 C -0.17 -1.78 2.46  -0.330
3 I -0.85 -2.69 0.64  0.110
4 C 0.65 -0.52 2.12  -0.351
5 I 1.26 0.39 3.98  0.156
6 C 1.78 -0.78 1.11  -0.101
7 C 2.81 -1.85 1.43  -0.255
8 N 3.75 -1.38 2.43  -0.611
9 C 4.58 -0.34 1.83  -0.248
10 C 3.74 0.85 1.44  -0.227
11 N 2.51 0.47 0.65  -0.363
12 C 1.60 1.65 0.48  -0.340
13 C 0.55 1.31 -0.59  0.584
14 O 0.86 0.51 -1.44  -0.531
15 C -0.76 2.00 -0.50  -0.118
16 C -0.82 3.39 -0.60  -0.201
17 C -2.05 4.02 -0.52  -0.191
18 C -3.21 3.28 -0.33  -0.176
19 C -3.15 1.90 -0.22  -0.185
20 C -1.92 1.25 -0.31  -0.231
21 H -2.18 -2.20 3.17  0.243
22 H -1.13 -1.49 4.38  0.240
23 H -1.79 -0.47 3.09  0.218
24 H 0.47 -2.49 3.00  0.231
25 H -0.06 0.20 1.71  0.224
26 H 1.27 -1.13 0.21  0.278
27 H 3.32 -2.10 0.48  0.182
28 H 2.29 -2.76 1.74  0.243
29 H 4.34 -2.15 2.72  0.388
30 H 5.32 -0.01 2.56  0.245
31 H 5.13 -0.72 0.95  0.180
32 H 4.32 1.51 0.80  0.229
33 H 3.42 1.43 2.31  0.242
34 H 2.82 0.27 -0.30  0.452
35 H 1.20 1.98 1.43  0.260
36 H 2.21 2.46 0.07  0.258
37 H 0.08 3.97 -0.75  0.217
38 H -2.11 5.10 -0.62  0.235
39 H -4.17 3.79 -0.27  0.236
40 H -4.04 1.31 -0.07  0.232
41 H -1.87 0.17 -0.25  0.224
42 C -2.50 -1.60 -2.84  -0.093
43 C -1.80 -0.73 -3.87  -0.104
44 O -1.98 -1.45 -5.09  -0.685
45 S -3.40 -2.20 -5.09  2.545
46 O -4.37 -1.41 -5.76  -0.887
47 O -3.18 -3.56 -5.43  -0.885
48 O -3.66 -2.07 -3.51  -0.689
49 H -1.88 -2.46 -2.56  0.186
50 H -2.80 -1.05 -1.95  0.201
51 H -0.74 -0.61 -3.69  0.217
52 H -2.28 0.25 -3.96  0.196

Results
- LUMO level: -3.238 eV
- Highest occupied orbital energy: -12.47 eV
- Molar mass: 623.3 g mol⁻¹
- Spin multiplicity: 1
- Charge: +1


DFT (wB97M-V/def2-TZVPD) results for a cluster of 2 separate species, C4H3Cl2OP in total at a distorted geometry.

Last column: natural (NBO) charge in e.
Element x y z (Å)
1 C -0.45 -0.22 -0.11  -0.304
2 C -0.17 -1.55 0.28  -0.420
3 C -0.23 0.54 0.95  0.056
4 C 0.18 -1.41 1.55  0.223
5 O 0.25 -0.16 1.98  -0.436
6 P 0.38 -3.70 2.74  0.735
7 Cl 0.95 -4.57 1.02  -0.271
8 Cl -1.55 -3.95 2.59  -0.248
9 H -0.90 0.20 -1.03  0.231
10 H -0.35 -2.48 -0.12  0.231
11 H -0.03 1.61 1.05  0.201

Results
- LUMO level: -0.699 eV
- Highest occupied orbital energy: -8.77 eV
- Molar mass: 168.9 g mol⁻¹
- Spin multiplicity: 1
- Charge: 0


DFT (wB97M-V/def2-TZVPD) results for a structure of composition C22H41AuN6O6P2S2 at a distorted geometry.

Last column: Löwdin spin population.
Element x y z (Å)
1 Au -0.73 0.37 -0.78  0.613
2 C 1.48 -0.04 -3.40  0.001
3 N 2.21 -1.10 -2.75  0.000
4 C 2.39 -2.29 -3.55  0.000
5 P 2.50 -1.01 -1.12  0.004
6 O 1.59 -0.15 -0.34  0.038
7 O 2.42 -2.56 -0.63  0.000
8 P 0.93 -3.13 -0.23  0.000
9 O -0.13 -2.38 -0.89  0.001
10 N 0.86 -3.05 1.43  0.000
11 C 1.86 -3.69 2.26  0.000
12 C 0.03 -2.08 2.09  -0.001
13 N 1.08 -4.71 -0.74  0.000
14 C 2.30 -5.44 -0.94  0.000
15 C -0.12 -5.51 -0.66  0.000
16 N 4.09 -0.65 -0.83  0.001
17 C 4.49 0.21 0.27  0.000
18 C 5.18 -1.25 -1.56  0.000
19 H 2.05 0.33 -4.26  0.000
20 H 1.31 0.78 -2.71  0.000
21 H 0.52 -0.41 -3.76  0.000
22 H 2.91 -2.03 -4.47  0.000
23 H 1.42 -2.72 -3.81  0.000
24 H 2.97 -3.04 -3.01  0.000
25 H 2.35 -4.49 1.70  0.000
26 H 1.38 -4.12 3.14  0.000
27 H 2.62 -2.98 2.59  0.000
28 H -0.69 -1.69 1.38  -0.001
29 H 0.63 -1.25 2.47  0.000
30 H -0.49 -2.55 2.93  0.000
31 H 3.15 -4.76 -0.98  0.000
32 H 2.23 -5.99 -1.88  0.000
33 H 2.47 -6.17 -0.14  0.000
34 H -0.96 -4.86 -0.44  0.000
35 H -0.04 -6.27 0.11  0.000
36 H -0.30 -6.01 -1.62  0.000
37 H 3.60 0.52 0.82  0.000
38 H 5.02 1.09 -0.11  0.000
39 H 5.16 -0.33 0.94  0.000
40 H 4.80 -1.77 -2.44  0.000
41 H 5.72 -1.96 -0.93  0.000
42 H 5.88 -0.47 -1.88  0.000
43 C -3.33 5.38 4.93  0.003
44 C -3.30 4.82 3.55  0.013
45 C -4.20 3.81 3.18  -0.001
46 C -4.15 3.24 1.93  0.009
47 C -3.19 3.67 1.03  0.018
48 C -2.30 4.68 1.35  0.008
49 C -2.37 5.26 2.61  0.002
50 S -3.16 2.96 -0.61  0.018
51 O -4.49 2.89 -1.14  0.025
52 O -2.12 3.58 -1.39  0.019
53 N -2.61 1.41 -0.31  0.511
54 C -3.35 0.29 -0.40  0.060
55 C -4.75 0.16 -0.36  0.168
56 C -5.28 -1.11 -0.48  -0.016
57 C -4.44 -2.20 -0.66  0.190
58 C -3.07 -1.99 -0.71  0.061
59 N -2.55 -0.78 -0.56  0.136
60 H -4.35 5.43 5.30  0.000
61 H -2.88 6.37 4.97  0.000
62 H -2.77 4.73 5.60  0.001
63 H -4.95 3.49 3.89  0.000
64 H -4.84 2.46 1.65  0.000
65 H -1.60 5.02 0.61  0.000
66 H -1.70 6.06 2.86  0.000
67 H -5.37 1.03 -0.28  0.006
68 H -6.35 -1.25 -0.44  -0.004
69 H -4.84 -3.20 -0.78  0.008
70 H -2.37 -2.79 -0.88  0.001
71 C 1.72 4.33 -1.75  0.011
72 S 0.42 3.49 -0.77  0.006
73 C 1.40 3.24 0.77  -0.002
74 O 0.46 2.10 -1.39  0.086
75 H 2.54 3.65 -1.95  0.000
76 H 2.06 5.19 -1.18  0.002
77 H 1.27 4.67 -2.68  0.000
78 H 0.82 3.65 1.60  0.000
79 H 2.37 3.71 0.72  0.000
80 H 1.50 2.17 0.91  0.000

Results
- LUMO level (alpha / beta): -5.721 / -9.384 eV
- Expectation value of S²: 2.041
- Highest occupied orbital energy (alpha / beta): -13.59 / -13.59 eV
- Molar mass: 808.7 g mol⁻¹
- Spin multiplicity: 3
- Charge: +2


| no. | E_tot (eV) |
| --- | --- |
| 1 | -29231.918 |
| 2 | -7659.212 |
| 3 | -151212.170 |
| 4 | -58281.510 |
| 5 | -40575.436 |
| 6 | -88632.225 |